Molecular formula: C5H7N5
Method: DFT, ωB97M-V/def2-TZVPD

The value obtained for the HOMO-LUMO gap (spin up / spin down) is 7.87 / 7.87 eV. For the max |F|, the calculation gives 3.964 eV/A. The value obtained for the energy above the lowest of the compared OMol25 structures with the same formula, charge and spin is 719.0 kJ/mol.

Each line ends with the natural charge from an NBO analysis.
Atoms and positions in Å:
C1 -1.884 -0.122 1.359  -0.21
N1 1.401 0.009 -1.048  0.15
C2 -0.926 -1.209 -0.469  0.01
N2 0.950 0.390 0.051  -0.27
C3 -0.711 0.410 1.897  -0.26
N3 0.702 -0.806 -1.980  -0.04
H1 -0.235 -1.398 0.355  0.17
H2 2.613 0.272 -2.667  0.38
H3 -0.843 1.009 2.787  0.22
H4 1.270 1.399 1.870  0.17
N4 2.631 0.500 -1.616  -0.65
H5 -2.978 -0.819 -0.544  0.23
H6 2.767 1.464 -1.660  0.36
N5 -0.471 -1.138 -1.688  -0.21
H7 -2.761 0.061 2.015  0.21
C4 -2.113 -0.651 0.057  -0.27
C5 0.590 0.628 1.280  -0.01